1.
An isolated molecule of C4H11N2O at a distorted geometry. Source: the Open Molecules 2025 dataset; level of theory: ωB97M-V/def2-TZVPD.

```
18
C4H11N2O | the Open Molecules 2025 dataset | ωB97M-V/def2-TZVPD
C -0.334 -0.334 -0.262
C -0.842 0.143 1.054
C -1.862 -1.166 1.564
O -1.274 -2.308 1.505
N 0.205 0.668 -1.099
C 1.708 0.963 -0.761
N 2.249 1.837 -1.801
H 0.418 -1.205 -0.036
H -1.063 -0.897 -0.821
H -0.174 0.194 1.913
H -1.272 1.190 1.098
H -1.996 -0.857 2.654
H -2.806 -1.036 1.046
H 0.087 0.545 -2.099
H 1.898 1.475 0.221
H 2.068 -0.178 -0.978
H 1.783 2.699 -1.581
H 2.055 1.356 -2.729
```

The calculation puts the HOMO-LUMO gap (alpha / beta) at 9.8016 / 7.3698 eV. As for the multiplicity: 2. The energy relative to the best compared isomer or geometry (same formula, charge and spin) comes out at 62.5 kcal/mol. The value obtained for the lowest unoccupied orbital energy (alpha / beta) is 0.0370 / -0.0559 Eh.

Mulliken atomic charge list, values in e, 6 entries: number 1, C, carries -0.60; number 2, C, carries -0.62; number 3, C, carries -0.37; number 4, O, carries -0.41; number 5, N, carries -0.41; number 6, C, carries -0.39

2.
A structure of composition C29H42AsF14O8S5 at a distorted geometry. Source: the Open Molecules 2025 dataset; level of theory: ωB97M-V/def2-TZVPD.

```
99
C29H42AsF14O8S5 | the Open Molecules 2025 dataset | ωB97M-V/def2-TZVPD
As -0.577 0.656 -0.100
F -0.011 -0.370 1.212
F 1.050 1.321 -0.261
F -1.166 1.779 -1.333
F -2.176 -0.218 -0.014
F -1.101 1.890 1.122
F -0.069 -0.523 -1.338
C 5.582 -0.399 1.814
C 4.365 -0.810 2.662
C 3.271 -1.705 2.065
F 2.752 -1.232 0.915
F 3.951 -2.801 1.654
F 4.785 -1.377 3.778
F 3.898 0.407 3.104
O 6.654 0.218 2.528
C 7.078 1.561 2.116
C 7.323 1.495 0.585
F 8.067 2.481 -0.045
F 7.791 0.320 0.110
F 6.165 2.540 2.295
F 8.051 1.830 2.972
H 5.194 0.045 0.898
H 6.024 -1.318 1.429
H 2.501 -2.106 2.724
H 6.357 1.595 0.091
C -4.299 0.131 3.378
S -6.039 0.426 2.926
O -6.723 -0.884 2.408
C -6.726 0.712 4.635
H -3.885 0.214 2.373
H -4.076 -0.779 3.936
H -3.777 0.920 3.920
H -6.588 -0.183 5.241
H -7.770 1.016 4.716
H -6.271 1.573 5.125
C -2.648 -3.238 1.634
S -1.665 -3.115 3.294
O -2.332 -4.006 4.306
C -0.185 -4.222 2.786
H -2.892 -4.254 1.322
H -1.934 -2.702 1.007
H -3.514 -2.589 1.508
H 0.396 -3.810 1.960
H -0.666 -5.132 2.427
H 0.449 -4.286 3.670
C -0.734 0.962 4.809
S 0.996 1.762 4.952
O 1.084 3.018 5.896
C 1.228 2.364 3.250
H -1.412 1.579 4.220
H -1.064 0.812 5.837
H -0.728 0.024 4.253
H 2.073 3.052 3.288
H 0.380 3.048 3.225
H 1.297 1.747 2.354
C 2.160 4.178 -1.051
S 3.897 3.649 -0.871
O 4.661 4.724 -1.672
C 4.125 4.319 0.844
H 2.113 5.267 -1.068
H 1.588 3.628 -0.303
H 1.747 3.741 -1.960
H 3.630 5.290 0.802
H 5.145 4.698 0.900
H 3.812 3.620 1.619
C -3.173 4.493 -0.936
S -4.104 5.530 -2.082
O -3.468 6.920 -1.974
C -3.680 4.632 -3.627
H -3.244 3.449 -1.241
H -3.574 4.394 0.073
H -2.171 4.890 -0.769
H -2.963 5.318 -4.077
H -4.544 4.644 -4.292
H -3.347 3.632 -3.351
C 1.111 -5.260 -6.927
C 0.987 -6.268 -6.031
C 0.198 -5.934 -4.892
C -0.433 -4.664 -4.785
C -0.162 -3.664 -5.744
C 0.682 -3.981 -6.799
C -0.924 -2.282 -5.705
O -0.759 -1.379 -6.604
C -1.856 -2.071 -4.533
C -2.426 -0.849 -4.348
C -3.105 -0.463 -3.223
C -3.379 -1.415 -2.191
C -2.953 -2.799 -2.368
C -2.051 -3.000 -3.466
C -1.341 -4.339 -3.589
O -1.499 -5.203 -2.758
H 1.751 -5.517 -7.758
H 1.408 -7.249 -6.195
H 0.027 -6.635 -4.088
H 1.077 -3.307 -7.546
H -2.178 -0.116 -5.102
H -3.549 0.515 -3.104
H -3.877 -1.077 -1.294
H -3.096 -3.494 -1.553
```

The calculation puts the HOMO-LUMO gap (alpha / beta) at 3.4227 / 6.9240 eV. As for the multiplicity: 2. The total charge is -2. The value obtained for the lowest unoccupied orbital energy (alpha / beta) is 0.1217 / 0.1217 Eh.

Mulliken atomic charge list, values in e, 6 entries: number 1, As, carries 2.04; number 2, F, carries -0.45; number 3, F, carries -0.47; number 4, F, carries -0.50; number 5, F, carries -0.43; number 6, F, carries -0.53

3.
A structure of composition C29H53AuClGeO4Si. Source: the Open Molecules 2025 dataset; level of theory: ωB97M-V/def2-TZVPD.

```
90
C29H53AuClGeO4Si | the Open Molecules 2025 dataset | ωB97M-V/def2-TZVPD
Au -0.875 -0.031 -0.455
C 0.491 0.507 -1.889
C 1.287 0.884 -2.722
C 2.251 1.354 -3.667
C 3.489 1.843 -3.239
C 4.423 2.300 -4.153
C 4.144 2.279 -5.513
C 2.918 1.796 -5.950
C 1.981 1.339 -5.039
H 3.701 1.860 -2.178
H 5.375 2.675 -3.799
H 4.876 2.637 -6.226
H 2.689 1.776 -7.009
H 1.023 0.964 -5.376
Cl -3.885 0.447 0.815
C -2.318 -0.457 0.984
H -2.593 -1.497 1.143
H -1.872 -0.059 1.890
C -6.712 -1.324 -3.356
C -6.189 -2.385 -2.397
C -4.681 -2.616 -2.514
C -3.857 -1.350 -2.275
Ge -1.972 -1.679 -1.821
C -0.906 -1.942 -3.461
C -1.452 -2.874 -4.549
C -1.020 -4.334 -4.427
C -1.619 -5.071 -3.238
H -7.799 -1.243 -3.308
H -6.441 -1.565 -4.387
H -6.296 -0.343 -3.127
H -6.712 -3.329 -2.582
H -6.421 -2.096 -1.368
H -4.466 -3.030 -3.505
H -4.388 -3.388 -1.796
H -4.285 -0.789 -1.443
H -3.883 -0.688 -3.144
H -1.956 -2.944 -0.924
H 0.104 -2.235 -3.165
H -0.800 -0.929 -3.854
H -1.109 -2.507 -5.522
H -2.545 -2.827 -4.587
H 0.073 -4.371 -4.364
H -1.292 -4.858 -5.349
H -1.300 -4.634 -2.292
H -1.322 -6.121 -3.233
H -2.711 -5.032 -3.263
C 2.162 4.319 2.584
C 2.339 3.184 1.577
C 1.254 3.251 0.508
C 3.716 3.262 0.923
O 2.310 1.960 2.297
Si 1.034 0.922 2.529
O 0.497 0.267 1.210
O -0.100 1.798 3.357
C -0.746 1.630 4.606
C -1.329 0.225 4.745
C 0.253 1.906 5.729
C -1.872 2.660 4.636
O 1.623 -0.168 3.632
C 2.777 -0.992 3.516
C 2.525 -2.190 4.428
C 2.982 -1.462 2.079
C 3.993 -0.206 3.998
H 2.215 5.292 2.091
H 2.940 4.266 3.347
H 1.193 4.223 3.075
H 1.346 4.185 -0.054
H 0.262 3.222 0.962
H 1.334 2.413 -0.182
H 3.858 4.217 0.414
H 3.824 2.456 0.195
H 4.495 3.147 1.679
H -0.549 -0.525 4.622
H -2.100 0.057 3.993
H -1.782 0.100 5.731
H 1.064 1.180 5.694
H -0.234 1.851 6.705
H 0.678 2.904 5.605
H -2.545 2.496 3.794
H -1.459 3.667 4.556
H -2.443 2.587 5.564
H 1.688 -2.779 4.051
H 2.279 -1.843 5.432
H 3.407 -2.832 4.485
H 2.092 -1.976 1.717
H 3.838 -2.140 2.026
H 3.163 -0.618 1.414
H 3.848 0.104 5.035
H 4.123 0.687 3.389
H 4.896 -0.818 3.939
```

The calculation puts the HOMO-LUMO gap at 8.4065 eV. The energy relative to the best compared isomer or geometry (same formula, charge and spin) comes out at 17.7 kcal/mol. The total charge is -1. The value obtained for the lowest unoccupied orbital energy is 0.1010 Eh.

Mulliken atomic charge list, values in e, 6 entries: number 1, Au, carries 0.05; number 2, C, carries 0.20; number 3, C, carries -0.31; number 4, C, carries 0.45; number 5, C, carries -0.19; number 6, C, carries -0.51

4.
A structure of composition C16H20N2O4S2 at a distorted geometry. Source: the Open Molecules 2025 dataset; level of theory: ωB97M-V/def2-TZVPD.

```
44
C16H20N2O4S2 | the Open Molecules 2025 dataset | ωB97M-V/def2-TZVPD
C -2.881 1.707 -1.077
C -4.168 1.840 -0.560
N -4.291 1.062 0.566
S -4.509 -0.707 0.224
O -5.005 -1.058 -1.245
O -5.364 -1.333 1.386
C -2.955 -1.325 0.541
C -2.201 -0.921 1.423
C -0.912 -1.305 1.565
C -0.187 -2.033 0.592
C -1.000 -2.066 -0.547
C -2.363 -1.766 -0.777
H -2.812 -2.243 -1.678
H -0.427 -2.697 -1.332
N 1.083 -2.410 0.592
H 1.420 -2.336 1.768
S 2.340 -2.391 -0.398
O 3.347 -3.079 0.125
O 1.862 -2.428 -1.799
C 2.735 -0.451 -0.176
C 3.842 -0.276 0.391
C 4.225 1.111 0.875
C 3.622 2.184 0.213
C 2.446 1.886 -0.443
C 2.043 0.714 -1.104
C 0.908 0.354 -1.707
H 0.885 -0.808 -2.213
H 0.761 1.294 -2.457
H -0.146 0.298 -0.957
H 2.009 2.630 -0.977
H 3.970 3.195 0.275
C 5.534 1.247 1.418
H 5.988 0.385 1.975
H 6.317 1.608 0.912
H 5.304 1.886 2.368
H 4.449 -0.928 0.915
H -0.282 -1.128 2.398
H -2.692 -0.418 2.617
H -5.234 1.263 1.219
H -4.596 3.004 -0.120
H -4.995 1.527 -1.155
H -2.956 0.791 -1.357
H -2.890 2.408 -1.912
H -2.224 1.708 -0.367
```

The calculation puts the HOMO-LUMO gap at 8.2646 eV. The energy relative to the best compared isomer or geometry (same formula, charge and spin) comes out at 393.4 kcal/mol. The value obtained for the lowest unoccupied orbital energy is -0.0112 Eh.

Mulliken atomic charge list, values in e, 6 entries: number 1, C, carries -1.51; number 2, C, carries -0.39; number 3, N, carries -0.42; number 4, S, carries 1.12; number 5, O, carries -0.63; number 6, O, carries -0.71

Looking at energy for the records above, in order, we have -9349.8088 -200192.3021 -119737.4873 -49741.6635 eV.